[1]
Below is a 2-piece molecular cluster, C2H3NOS overall at a distorted geometry, with properties calculated with the ωB97M-V functional and the def2-TZVPD basis.

XYZ file:
```
8
Properties=species:S:1:pos:R:3
C -0.79369 0.25618 0.33846
C -0.91626 -0.67505 -0.68898
N -0.70025 -1.11074 -1.73228
H -0.32589 -0.42306 1.07859
H -0.09852 1.05992 0.19170
H -1.60710 1.05052 0.84761
O 2.65250 0.56212 -0.03162
S 1.78922 -0.71988 -0.00348
```

relative energy (zero: lowest compared OMol25 entry of this formula, charge and spin)	88.2	kcal per mole
SMILES	CC#N.O=S
lowest unoccupied orbital energy (alpha / beta)	-1.79 / -1.72	eV
frontier orbital gap (alpha / beta)	7.6 / 7.7	eV
DFT total energy	-606.0468	Ha
HOMO energy (alpha / beta)	-9.4 / -9.4	eV

Table of natural (NBO) atomic charges, one value per atom, all in e:
1 C -0.77
2 C 0.25
3 N -0.28
4 H 0.25
5 H 0.27
6 H 0.28
7 O -0.66
8 S 0.66

=====

[2]
Below is C4H8N2O2 as an isolated structure at a distorted geometry, with properties calculated with the ωB97M-V functional and the def2-TZVPD basis.

XYZ file:
```
16
Properties=species:S:1:pos:R:3
C 0.24656 1.90464 -0.90132
C -0.11766 -0.14332 1.99337
N -0.84309 -1.69113 -0.37611
C -0.42384 -0.79659 -1.31399
C 0.54316 -1.18407 -0.09056
O -0.45964 0.90913 -0.20558
N 0.63289 -0.11739 0.75035
O -0.46071 -0.58630 -2.48594
H -1.00166 -2.64511 -0.67885
H 1.43310 -1.74354 -0.34796
H -0.11700 1.97354 -1.93180
H 1.32384 1.71170 -0.95904
H 0.06924 2.86633 -0.41476
H 0.45753 -0.77875 2.67491
H -0.15580 0.86373 2.40111
H -1.12691 -0.54288 1.88618
```

relative energy (zero: lowest compared OMol25 entry of this formula, charge and spin)	148.8	kcal per mole
lowest unoccupied orbital energy	0.28	eV
frontier orbital gap	8.9	eV
DFT total energy	-417.0188	Ha
HOMO energy	-8.7	eV

Here are the natural (NBO) charges for atoms 1 to 8, given in e:
1 C -0.27
2 C -0.44
3 N -0.66
4 C 0.80
5 C -0.10
6 O -0.49
7 N -0.10
8 O -0.56

=====

[3]
Below is C29H45AlFP2 as an isolated structure at a distorted geometry, with properties calculated with the ωB97M-V functional and the def2-TZVPD basis.

XYZ file:
```
78
Properties=species:S:1:pos:R:3
Al -1.05834 0.78101 0.83110
C -0.58153 -1.72273 3.49220
C 0.36924 -0.67360 3.70251
C -1.52652 0.25276 2.69979
C -1.71822 -1.21221 2.88585
C -0.16467 0.52880 3.26315
C -0.38270 -3.13338 3.92286
H 0.67313 -3.43879 3.84713
H -0.98709 -3.82874 3.32515
H -0.68415 -3.26329 4.97525
C -2.98226 -1.94541 2.69865
H -2.78717 -2.96880 2.35633
H -3.61579 -1.46816 1.94976
H -3.55504 -2.01208 3.63726
C -2.67386 1.22956 2.87346
H -3.10343 1.10625 3.87434
H -3.45983 1.03586 2.13361
H -2.31738 2.26496 2.74394
C 0.40199 1.87470 3.45430
H 0.31022 2.18106 4.50909
H -0.10352 2.63183 2.84002
H 1.46998 1.89564 3.19343
C 1.65135 -0.81541 4.44132
H 1.51637 -0.59611 5.51026
H 2.40687 -0.12427 4.05617
H 2.04095 -1.83438 4.36021
C -0.48015 -2.04578 -1.01845
C 0.32045 -2.51681 -0.04802
C 1.52719 -1.79105 0.47665
C 1.86548 -0.37938 0.00884
C 0.79995 0.71044 -0.01528
C 0.51681 1.25512 -1.44328
C -0.37465 0.32871 -2.29729
C -0.06900 -1.18544 -2.16936
H 2.37691 -2.43243 0.21529
H 2.30929 -0.44210 -1.01732
H 1.56414 -1.80183 1.56912
H 1.03773 -1.30261 -2.20551
H -1.54680 -2.30045 -0.99492
H -0.01928 -3.32268 0.63083
H -0.48220 -1.64142 -3.07923
H -1.40647 0.52484 -2.00676
H -0.09230 2.15468 -1.23948
H -0.32312 0.60513 -3.36908
H 2.70727 -0.00350 0.61498
H 1.14999 1.54038 0.62486
P 2.58136 -0.67248 -3.08854
C 2.31254 -1.75591 -4.51591
C 4.34562 -0.85511 -2.73027
P 1.84427 2.08189 -2.25982
C 2.37300 1.05889 -3.65836
C 3.24797 2.49094 -1.25415
C 1.19537 3.62395 -2.90674
H 1.33019 -1.56540 -4.96967
H 2.32040 -2.80882 -4.19639
H 3.08402 -1.61198 -5.28546
H 4.95324 -0.55239 -3.59473
H 4.57780 -1.89675 -2.48282
H 4.65945 -0.24751 -1.86667
H 1.68655 3.91259 -3.83055
H 1.33616 4.42011 -2.14974
H 0.11172 3.52823 -3.09545
H 1.62842 1.05713 -4.47034
H 3.32389 1.38720 -4.11240
H 3.11852 3.52932 -0.86861
H 4.19865 2.45235 -1.79689
H 3.35387 1.85618 -0.35535
F -6.78821 1.05273 -1.18988
C -5.45233 0.85880 -0.95342
C -4.61238 1.96525 -0.92430
C -3.27734 1.77645 -0.54261
C -2.79175 0.51414 -0.13095
C -3.64875 -0.58851 -0.30989
C -4.99937 -0.41706 -0.65991
H -4.98178 2.94961 -1.18049
H -2.59242 2.62463 -0.55475
H -3.28064 -1.59992 -0.18276
H -5.67785 -1.26741 -0.69589
```

relative energy (zero: lowest compared OMol25 entry of this formula, charge and spin)	8.0	kcal per mole
lowest unoccupied orbital energy	-3.16	eV
net charge	+1
frontier orbital gap	6.2	eV
DFT total energy	-2156.6874	Ha
HOMO energy	-9.4	eV

Here are the Löwdin charges for atoms 1 to 8, given in e:
1 Al 0.76
2 C -0.22
3 C -0.23
4 C -0.36
5 C -0.20
6 C -0.27
7 C -0.03
8 H 0.08

=====

[4]
Below is C22H19N7O3Pd as an isolated structure, with properties calculated with the ωB97M-V functional and the def2-TZVPD basis.

XYZ file:
```
52
Properties=species:S:1:pos:R:3
Pd 0.00757 -0.33424 -0.58120
O -0.18659 2.91458 0.47280
C -1.13681 2.08791 0.68961
N -2.23589 1.97560 0.03379
C -3.10620 0.94219 0.41259
C -4.13218 1.15111 1.33659
C -5.00460 0.12946 1.67405
C -4.87458 -1.12610 1.09895
C -3.86149 -1.35380 0.18277
C -2.98100 -0.33421 -0.16233
N -1.91398 -0.56860 -1.06462
C -2.16640 -1.05860 -2.28884
O -3.23149 -1.42483 -2.76664
C -0.92860 -1.06013 -3.15246
C -0.97256 -1.43348 -4.48063
C 0.19011 -1.37089 -5.22925
C 1.35948 -0.93354 -4.62426
C 1.32787 -0.58683 -3.28765
N 0.20637 -0.65149 -2.57126
C -0.83496 1.10097 1.79958
C -1.00992 1.38298 3.14886
C -0.69601 0.41775 4.08304
C -0.19421 -0.80899 3.65743
C -0.02116 -1.01556 2.30777
N -0.33921 -0.07726 1.40575
H -4.23562 2.13882 1.76897
H -5.79742 0.31606 2.38859
H -5.56182 -1.92053 1.35947
H -3.74256 -2.31866 -0.29060
H -1.92316 -1.75692 -4.88046
H 0.18723 -1.65760 -6.27255
H 2.28733 -0.86062 -5.17292
H 2.20943 -0.24191 -2.76666
H -1.39803 2.34995 3.43592
H -0.84144 0.61151 5.13786
H 0.05468 -1.59233 4.35845
H 0.37238 -1.94218 1.91074
C 5.01472 1.51409 1.05632
N 4.00380 0.58795 0.60705
C 4.26118 -0.76280 0.16476
C 2.87340 -1.20745 -0.28406
O 2.58454 -2.30613 -0.69549
N 2.01933 -0.13743 -0.15325
C 2.71361 0.91064 0.35475
N 2.21435 2.10031 0.57888
H 5.88480 0.94832 1.38131
H 4.65861 2.08740 1.91370
H 5.32528 2.20556 0.26792
H 4.63715 -1.40458 0.96265
H 4.95452 -0.80357 -0.67974
H 1.14906 2.37891 0.49602
H 2.83107 2.79919 0.95788
```

lowest unoccupied orbital energy	0.10	eV
frontier orbital gap	7.5	eV
DFT total energy	-1586.7529	Ha
HOMO energy	-7.4	eV

Here are the natural (NBO) charges for atoms 1 to 8, given in e:
1 Pd 0.87
2 O -0.75
3 C 0.56
4 N -0.52
5 C 0.10
6 C -0.24
7 C -0.21
8 C -0.24

=====

[5]
Below is a single C5H9N3 molecule at a distorted geometry, with properties calculated with the ωB97M-V functional and the def2-TZVPD basis.

XYZ file:
```
17
Properties=species:S:1:pos:R:3
C -2.08286 0.51312 0.03733
C -1.14401 0.61530 0.99561
N -0.68708 -0.49800 2.03755
C 0.42202 -0.88755 1.58423
C 0.67688 -0.29326 0.23669
C 0.64621 -1.32476 -0.87854
N 1.45173 0.78158 0.15795
N 1.45492 1.45609 -0.99043
H -2.14781 -0.36093 -0.59487
H -2.84977 1.26508 -0.05980
H -1.08153 1.53613 1.57183
H 0.97811 -1.73063 1.98329
H 0.09625 -2.21344 -0.58646
H 1.66465 -1.60004 -1.15962
H 0.15402 -0.91632 -1.76290
H 1.70398 2.43172 -0.88155
H 0.74427 1.22592 -1.69030
```

relative energy (zero: lowest compared OMol25 entry of this formula, charge and spin)	113.0	kcal per mole
SMILES	C=C/N=C\C(C)=N\N
lowest unoccupied orbital energy (alpha / beta)	0.68 / 0.68	eV
frontier orbital gap (alpha / beta)	8.6 / 8.6	eV
DFT total energy	-360.0171	Ha
HOMO energy (alpha / beta)	-7.9 / -7.9	eV

Here are the natural (NBO) charges for atoms 1 to 8, given in e:
1 C -0.50
2 C -0.05
3 N -0.35
4 C 0.08
5 C 0.10
6 C -0.67
7 N -0.20
8 N -0.62

=====

[6]
Below is a single C17H18ClNO2S molecule, with properties calculated with the ωB97M-V functional and the def2-TZVPD basis.

XYZ file:
```
40
Properties=species:S:1:pos:R:3
C 2.46681 3.64991 -0.38355
O 2.08754 2.35712 0.03261
C 3.00293 1.34214 -0.02739
C 4.32734 1.54415 -0.40456
C 5.22531 0.49381 -0.46258
C 4.79917 -0.78572 -0.15298
Cl 5.90950 -2.10570 -0.22993
C 3.48549 -1.00663 0.21472
C 2.57601 0.04138 0.29468
C 1.18232 -0.36049 0.68730
O 0.80651 -1.50967 0.56115
N 0.41326 0.60892 1.22722
C -0.97331 0.40369 1.56929
C -1.90057 1.21065 0.65774
C -1.92750 0.64372 -0.75466
S -2.81282 -0.94870 -0.83937
C -4.48602 -0.53198 -0.43387
C -5.28734 -1.57590 0.02175
C -6.61288 -1.35061 0.33405
C -7.15428 -0.08119 0.20289
C -6.35964 0.95516 -0.25396
C -5.03179 0.73638 -0.57779
H 2.80480 3.65391 -1.42335
H 1.56761 4.25837 -0.29625
H 3.24715 4.06686 0.26009
H 4.67930 2.53108 -0.65760
H 6.24842 0.67310 -0.75238
H 3.12710 -1.99904 0.44224
H 0.76116 1.55398 1.24666
H -1.17562 -0.66476 1.45925
H -1.13413 0.69425 2.61280
H -2.90832 1.20433 1.07809
H -1.55609 2.24846 0.61925
H -0.91938 0.40124 -1.09127
H -2.37618 1.33389 -1.46839
H -4.85467 -2.55934 0.12436
H -7.22535 -2.16710 0.68681
H -8.18917 0.09797 0.45262
H -6.77416 1.94658 -0.36703
H -4.43898 1.55851 -0.94755
```

relative energy (zero: lowest compared OMol25 entry of this formula, charge and spin)	1.0	kcal per mole
SMILES	COc1ccc(Cl)cc1C(=O)NCCCSc1ccccc1
lowest unoccupied orbital energy	0.46	eV
frontier orbital gap	8.5	eV
DFT total energy	-1722.2352	Ha
HOMO energy	-8.0	eV

Here are the natural (NBO) charges for atoms 1 to 8, given in e:
1 C -0.25
2 O -0.53
3 C 0.39
4 C -0.31
5 C -0.19
6 C -0.07
7 Cl 0.01
8 C -0.16